(1)
Formula: C7H18ClI2O2P2Yb
Source: the Open Molecules 2025 dataset
Level of theory: wB97M-V/def2-TZVPD

The geometry in XYZ format:
```
33
Properties=species:S:1:pos:R:3
I -2.057 -1.089 -1.613
I -3.041 1.721 -1.836
Yb 1.385 1.812 0.584
P -0.353 -0.320 -3.237
C -1.169 -0.153 -4.835
C 0.380 1.232 -2.711
H 1.617 -1.496 -2.556
H 1.500 -1.289 -4.356
H 0.516 -2.551 -3.525
C 0.949 -1.543 -3.431
H 0.994 1.022 -1.808
H 1.046 1.615 -3.506
H -0.407 0.016 -5.613
H -1.879 0.686 -4.820
H -0.396 1.982 -2.503
H -1.710 -1.082 -5.068
C -4.149 0.955 0.583
O -4.605 0.611 1.561
Cl 2.417 -0.287 -0.142
C -0.263 0.530 4.743
P 0.517 0.225 3.185
C -0.028 -1.361 2.574
C 2.292 0.200 3.376
O 0.119 1.309 2.161
H 0.493 0.936 5.428
H -0.662 -0.416 5.140
H -1.078 1.251 4.617
H -0.992 -1.616 3.042
H -0.136 -1.329 1.476
H 0.720 -2.129 2.834
H 2.804 0.145 2.397
H 2.604 1.109 3.912
H 2.570 -0.698 3.949
```

Properties
**E_HOMO (spin up / spin down)**: -0.5298 / -0.5239 Eh
**Spin multiplicity**: 2
**DFT total energy**: -3324.51223 Ha
**Charge**: +2
**LUMO (spin up / spin down)**: -7.1 / -7.9 eV
**Relative energy (zero: lowest compared OMol25 entry of this formula, charge and spin)**: 0.491 eV



(2)
Formula: C33H77N11O11
Source: the Open Molecules 2025 dataset
Level of theory: wB97M-V/def2-TZVPD

The geometry in XYZ format:
```
132
Properties=species:S:1:pos:R:3
C 2.436 1.167 6.055
O 3.278 1.751 6.747
N 1.211 1.140 6.478
C 0.136 0.274 5.854
C 0.644 1.936 7.612
H 2.659 0.528 5.186
H 0.641 -0.507 5.286
H -0.615 0.732 5.210
H -0.537 -0.163 6.592
H 0.166 1.234 8.295
H 1.407 2.407 8.233
H -0.055 2.564 7.060
C -0.875 3.907 -3.779
O -2.075 4.060 -3.705
N -0.248 2.997 -4.551
C -1.012 2.323 -5.587
C 1.176 3.215 -4.676
H -0.117 4.462 -3.206
H -0.842 1.247 -5.557
H -0.813 2.748 -6.570
H -2.092 2.429 -5.478
H 1.612 3.202 -3.677
H 1.673 2.342 -5.098
H 1.683 3.982 -5.261
C -0.731 -0.315 -0.951
O -0.820 -1.462 -1.269
N 0.233 0.015 -0.062
C 1.181 -0.781 0.644
C 0.363 1.402 0.426
H -1.385 0.467 -1.367
H 1.146 -1.776 0.199
H 0.797 -0.702 1.661
H 2.220 -0.490 0.486
H 0.169 1.452 1.498
H 1.371 1.743 0.192
H -0.093 2.094 -0.282
C -2.737 6.830 4.461
O -2.573 5.614 4.352
N -2.767 7.694 3.388
C -2.239 7.231 2.145
C -3.119 9.231 3.477
H -3.114 7.252 5.406
H -2.867 7.374 1.266
H -2.017 6.166 2.215
H -1.311 7.707 1.826
H -2.254 9.737 3.049
H -3.968 9.380 2.808
H -3.348 9.691 4.438
C 2.598 8.093 -1.381
O 2.725 6.857 -1.640
N 2.984 9.079 -2.275
C 3.033 10.513 -2.160
C 3.145 8.777 -3.713
H 2.319 8.548 -0.418
H 2.681 10.956 -1.229
H 2.407 10.951 -2.938
H 4.083 10.724 -2.362
H 2.568 9.296 -4.479
H 4.209 8.860 -3.933
H 2.724 7.771 -3.736
C 1.832 -8.473 -2.628
O 2.071 -9.447 -1.837
N 1.888 -7.120 -2.175
C 2.557 -6.651 -0.975
C 1.007 -6.042 -2.715
H 1.444 -8.524 -3.657
H 2.015 -6.272 -0.109
H 3.305 -5.929 -1.304
H 3.041 -7.509 -0.508
H 0.553 -6.411 -3.635
H 0.066 -5.852 -2.199
H 1.664 -5.195 -2.918
C -2.577 -6.600 1.008
O -2.780 -7.623 0.372
N -1.931 -6.522 2.208
C -1.918 -5.196 3.045
C -1.426 -7.635 2.924
H -2.967 -5.628 0.668
H -2.431 -5.298 4.001
H -2.540 -4.475 2.515
H -0.956 -4.766 3.325
H -1.422 -8.478 2.233
H -0.419 -7.488 3.314
H -2.072 -7.793 3.788
C -7.074 1.797 1.780
O -7.932 1.372 2.534
N -6.612 3.064 1.890
C -5.545 3.513 1.017
C -7.160 3.969 2.883
H -6.558 1.348 0.918
H -5.530 3.061 0.025
H -4.658 3.192 1.563
H -5.675 4.592 0.936
H -8.181 3.746 3.194
H -6.731 4.004 3.884
H -7.193 4.975 2.462
C -4.713 -3.724 -4.959
O -5.446 -2.781 -5.270
N -5.181 -4.989 -4.656
C -6.611 -5.242 -4.493
C -4.419 -6.198 -4.815
H -3.626 -3.637 -5.115
H -6.908 -5.976 -5.241
H -7.295 -4.436 -4.759
H -6.708 -5.534 -3.447
H -4.804 -6.950 -4.127
H -4.545 -6.490 -5.858
H -3.350 -6.171 -4.605
C 6.027 -3.226 3.587
O 5.996 -3.676 2.427
N 5.102 -3.492 4.511
C 5.343 -3.099 5.871
C 4.023 -4.435 4.281
H 6.778 -2.453 3.813
H 5.878 -2.157 5.995
H 5.818 -3.943 6.370
H 4.442 -2.822 6.419
H 3.085 -4.239 4.801
H 3.793 -4.581 3.226
H 4.316 -5.466 4.481
C 4.184 -1.856 -4.696
O 3.256 -1.927 -5.514
N 5.479 -2.259 -4.745
C 6.408 -2.016 -3.689
C 5.857 -2.984 -5.981
H 3.813 -1.340 -3.797
H 6.807 -3.007 -3.472
H 6.014 -1.728 -2.715
H 7.131 -1.243 -3.953
H 6.288 -3.952 -5.723
H 4.990 -3.209 -6.602
H 6.571 -2.420 -6.581
```

Properties
**E_HOMO**: -0.3275 Eh
**Spin multiplicity**: 1
**DFT total energy**: -2733.29848 Ha
**SMILES string**: CN(C)C=O.CN(C)C=O.CN(C)C=O.CN(C)C=O.CN(C)C=O.CN(C)C=O.CN(C)C=O.CN(C)C=O.CN(C)C=O.CN(C)C=O.CN(C)C=O
**Charge**: 0
**LUMO**: -0.1 eV
**Relative energy (zero: lowest compared OMol25 entry of this formula, charge and spin)**: 12.708 eV



(3)
Formula: C36H34BrN5O4V
Source: the Open Molecules 2025 dataset
Level of theory: wB97M-V/def2-TZVPD

The geometry in XYZ format:
```
81
Properties=species:S:1:pos:R:3
V 0.567 0.042 0.045
C 2.785 5.910 -2.648
C 2.815 5.809 -1.149
C 3.740 6.520 -0.398
C 3.796 6.412 0.985
C 2.907 5.571 1.633
C 1.970 4.848 0.907
C 1.919 4.967 -0.477
N 0.976 4.244 -1.256
C 0.473 3.029 -0.720
N -0.591 3.228 0.070
C -1.500 2.303 0.676
C -1.273 0.931 0.612
C -2.275 0.143 1.211
C -3.375 0.685 1.857
C -3.522 2.066 1.924
C -2.592 2.901 1.328
C -2.763 4.396 1.397
N 1.011 1.878 -0.986
C 2.108 1.873 -1.908
C 3.372 2.303 -1.522
C 4.439 2.229 -2.404
C 4.242 1.719 -3.679
C 2.978 1.295 -4.062
C 1.894 1.362 -3.191
C 0.535 0.869 -3.602
H 3.509 6.644 -2.999
H 1.800 6.209 -3.014
H 3.039 4.953 -3.118
H 4.435 7.172 -0.915
H 4.527 6.979 1.547
H 2.935 5.471 2.710
H 1.287 4.188 1.425
H 1.328 4.094 -2.193
H -0.886 4.191 0.066
H -2.160 -0.937 1.195
H -4.113 0.043 2.323
H -4.366 2.500 2.446
H -3.636 4.649 1.996
H -2.913 4.843 0.409
H -1.902 4.892 1.856
H 3.514 2.717 -0.532
H 5.418 2.571 -2.094
H 5.068 1.653 -4.374
H 2.823 0.898 -5.058
H 0.511 0.635 -4.665
H -0.246 1.599 -3.387
H 0.263 -0.042 -3.058
O -3.606 0.695 5.526
C -2.364 0.342 6.098
N -1.372 0.553 5.069
C -0.083 0.803 5.391
O 0.315 0.856 6.544
C 0.856 1.034 4.242
C 2.016 1.769 4.448
C 2.869 1.983 3.382
C 2.530 1.463 2.143
N 1.423 0.749 1.939
C 0.618 0.517 2.982
H -4.292 0.144 5.911
H -2.361 -0.703 6.422
H -2.116 0.975 6.952
H -1.708 0.623 4.118
H 2.229 2.153 5.437
H 3.784 2.549 3.491
H 3.165 1.614 1.280
H -0.237 -0.112 2.777
Br 2.609 -1.471 -1.213
C 3.199 -1.644 0.609
C 4.478 -1.182 0.879
C 4.964 -1.268 2.173
C 4.179 -1.837 3.168
C 2.916 -2.316 2.863
C 2.387 -2.213 1.577
C 0.939 -2.668 1.382
O 0.601 -3.734 1.858
O 0.186 -1.817 0.779
H 5.079 -0.760 0.084
H 5.957 -0.901 2.398
H 4.555 -1.916 4.180
H 2.300 -2.784 3.620
```

Properties
**E_HOMO (spin up / spin down)**: -0.2570 / -0.2984 Eh
**Spin multiplicity**: 4
**DFT total energy**: -5485.10925 Ha
**Charge**: 0
**LUMO (spin up / spin down)**: 0.2 / 0.1 eV
**Relative energy (zero: lowest compared OMol25 entry of this formula, charge and spin)**: 0.221 eV



| no. | largest force on an atom (eV/Å) |
| --- | --- |
| 1 | 3.22 |
| 2 | 5.47 |
| 3 | 0.22 |